1.
Formula: CH5NO2Si
Source: OMol25
Level of theory: ωB97M-V/def2-TZVPD

total energy = -535.75223 a.u.
HOMO energy = -0.3602 hartree
orbital gap = 0.36934 Eh
ΔE to the lowest compared entry with this formula, charge and spin = 37.3 kJ/mol

```
! RIJCOSX wB97M-V def2-TZVPD def2/J DEFGRID3
* xyz 0 1
C 1.62106 -0.09071 0.01061
N 0.42023 -0.53284 -0.00680
O -0.05432 -1.77874 -0.08167
O -2.28167 -0.28342 -0.05597
Si -1.25826 0.84616 0.03103
H 1.70691 0.97406 0.22550
H 2.50811 -0.57722 0.11302
H -0.70916 1.51260 -1.15088
H -0.94493 -1.63879 -0.29852
H -1.00799 1.56890 1.21367
*
```

***

2.
Formula: C8H10ClNO4S
Source: OMol25
Level of theory: ωB97M-V/def2-TZVPD

total energy = -1524.71385 a.u.
HOMO energy (alpha / beta) = -0.3197 / -0.3176 hartree
orbital gap (alpha / beta) = 0.25887 / 0.23397 Eh
ΔE to the lowest compared entry with this formula, charge and spin = 337.1 kJ/mol

```
! RIJCOSX wB97M-V def2-TZVPD def2/J DEFGRID3
* xyz 0 1
C -1.36208 0.61655 0.25648
C -1.40918 -0.73199 -0.19955
C -2.49647 -1.64596 -0.00448
C -3.61812 -1.42387 0.74696
C -0.14862 -1.27762 -0.70359
C 3.21817 -0.72358 -0.64867
C -4.58533 2.66679 0.44930
C 2.08221 -0.82682 -1.60437
N -2.32800 1.40694 0.30323
O 0.16532 -2.47168 -0.80198
O -3.83677 1.50760 -1.79555
O -2.33463 -2.88032 -0.44170
O 0.75529 -0.39660 -1.08687
S -3.94568 1.17651 -0.34795
Cl -5.05632 -2.12953 0.50047
H -0.49226 1.00250 0.68880
H 4.16364 -1.37311 -0.86116
H 3.73824 0.31526 -0.40646
H 2.88811 -1.02388 0.40382
H -4.74873 2.19694 1.35253
H -3.92776 3.47781 0.73296
H -5.51112 3.10363 0.03880
H 1.92531 -1.85139 -1.76222
H 2.28290 -0.26874 -2.50097
H -1.31525 -2.95966 -0.47570
*
```